Entry 1:
{
  "formula": "C4H8N2O3P",
  "method": "wB97M-V/def2-TZVPD",
  "symbols": ["C", "C", "C", "C", "N", "N", "O", "O", "O", "P", "H", "H", "H", "H", "H", "H", "H", "H"],
  "positions_angstrom": [[1.33, -0.91, -1.35], [0.80, -1.59, -0.16], [-0.38, 0.34, -0.17], [-1.63, 0.94, -0.78], [0.93, 0.19, -1.66], [-0.47, -1.07, 0.04], [0.42, 2.79, 0.91], [-0.57, 1.00, 2.36], [1.89, 0.80, 1.49], [0.55, 1.35, 1.16], [2.04, -1.54, -1.89], [0.89, -2.72, 0.03], [1.48, -1.30, 0.69], [-1.25, 1.52, -1.60], [-2.39, 1.44, -0.11], [-2.20, 0.20, -1.18], [-1.03, -1.64, -0.60], [-0.40, 0.19, 2.83]],
  "nbo_charge": [0.02, -0.33, -0.03, -0.66, -0.43, -0.63, -1.16, -1.03, -1.17, 2.35, 0.15, 0.19, 0.26, 0.24, 0.22, 0.18, 0.35, 0.48],
  "energy_ev": -22691.093,
  "total_charge": -1
}

Entry 2:
{
  "formula": "C4H8N2O4",
  "method": "wB97M-V/def2-TZVPD",
  "symbols": ["C", "C", "N", "N", "C", "C", "O", "O", "O", "O", "H", "H", "H", "H", "H", "H", "H", "H"],
  "positions_angstrom": [[2.00, 1.34, -0.09], [-1.55, -1.41, -0.46], [1.03, 0.26, -0.05], [-1.48, 0.01, -0.20], [-0.46, 0.78, 0.27], [0.81, -0.48, 1.54], [1.30, -0.71, -1.03], [-2.75, 0.51, 0.17], [-0.61, 1.94, 0.58], [0.97, -1.65, 1.45], [1.43, -1.53, -0.51], [-2.61, 1.46, 0.27], [1.96, 1.84, -1.06], [1.76, 2.04, 0.70], [-0.82, -1.69, -1.21], [-1.43, -2.01, 0.45], [2.99, 0.91, 0.07], [-2.54, -1.60, -0.87]],
  "nbo_charge": [-0.43, -0.44, -0.15, -0.15, 0.76, 0.36, -0.55, -0.54, -0.61, -0.62, 0.48, 0.50, 0.21, 0.25, 0.23, 0.22, 0.22, 0.24],
  "energy_ev": -15442.671,
  "total_charge": 0
}

Entry 3:
{
  "formula": "C4H8N2OS",
  "method": "wB97M-V/def2-TZVPD",
  "symbols": ["C", "C", "C", "C", "N", "N", "O", "S", "H", "H", "H", "H", "H", "H", "H", "H"],
  "positions_angstrom": [[-1.13, -1.11, 0.86], [1.23, 0.80, -1.33], [0.23, 1.57, -0.58], [0.60, 0.20, -0.05], [-1.54, 0.02, 1.57], [-0.19, -0.98, -0.12], [-1.85, -2.08, 0.98], [0.09, -2.02, -1.39], [1.05, 0.23, -2.19], [2.36, 1.30, -1.24], [0.70, 2.36, 0.01], [-0.74, 1.85, -1.00], [1.12, 0.44, 0.86], [-0.80, 0.68, 1.91], [-2.05, -0.49, 2.35], [0.92, -2.78, -0.64]],
  "nbo_charge": [0.77, -0.40, -0.43, -0.08, -0.84, -0.61, -0.63, 0.25, 0.24, 0.21, 0.21, 0.23, 0.20, 0.38, 0.41, 0.11],
  "energy_ev": -20138.752,
  "smiles": "NC(=O)N(S)C1CC1",
  "total_charge": 0
}

ΔE to the lowest compared entry with this formula, charge and spin? In order: 52.1; 142.4; 48.0 kcal/mol.
HOMO energy? In order: -4.88; -8.89; -9.48 eV.